The following is a quantum chemistry calculation of a molecular structure, C49H60BBaBrF2N7O3, from OMol25.

The geometry in XYZ format:
```
124
Properties=species:S:1:pos:R:3:forces:R:3
Ba -0.115756 1.267331 1.019573 0.0 0.2 -0.5
Br -3.158250 -0.807097 2.141188 -0.1 0.0 0.2
F 2.972400 -1.361322 0.231159 -0.2 0.0 0.2
F 2.176345 -2.036106 2.191016 0.1 0.2 -0.2
O -0.273915 2.489731 3.062225 0.0 0.2 0.3
O 5.002388 1.114348 -0.148540 0.0 0.0 0.0
O -1.229735 -0.690065 -0.049101 0.0 -0.4 -0.2
N 4.542161 -0.279302 -1.905971 -0.1 0.2 -0.1
N -2.220877 1.996189 -1.319311 -0.2 -0.1 0.0
N 1.949353 3.589287 0.849091 0.0 -0.2 0.2
N 1.516257 1.787280 -2.250742 0.0 0.0 0.1
N -0.670627 4.393289 -0.543634 -0.1 -0.1 0.0
N 6.086384 -0.866113 -0.283681 0.0 0.0 0.0
N -3.395169 3.432701 1.547532 0.0 0.0 0.0
C 7.812551 -3.993947 -1.213413 0.0 0.0 0.0
C -4.500402 2.838297 1.988642 0.1 0.1 0.0
C -1.535401 -2.872986 -1.053184 0.0 0.0 0.1
C 5.462590 -4.362564 -1.361598 0.0 0.0 0.0
C -3.892410 -5.724841 0.118955 0.0 0.0 0.0
C 5.213880 -3.058059 -0.954571 0.0 -0.1 0.0
C -3.525046 -6.400960 1.447810 0.0 0.0 0.0
C 1.699525 5.873579 1.479741 0.0 0.0 0.0
C 2.561907 1.165450 -1.709484 -0.1 0.1 -0.2
C 1.295859 1.656109 -3.558880 0.0 0.0 0.0
C -1.761863 2.184800 4.915032 0.0 0.0 0.0
C -3.276920 1.185304 -1.236588 0.1 0.1 0.0
C 6.280726 -2.199995 -0.703536 0.0 0.0 0.0
C -1.603905 5.030799 1.725431 -0.2 -0.3 0.1
C -5.414580 -5.522735 0.065301 0.0 0.0 0.0
C -3.182669 -4.374779 0.014845 0.1 0.0 0.0
C 2.965222 4.394948 2.857464 0.0 0.0 0.0
C -4.706227 4.350748 3.810003 0.0 0.0 0.0
C -4.555401 1.557024 -1.636778 0.0 0.0 0.0
C -3.504532 -6.670043 -1.019297 0.0 0.0 0.0
C -1.601188 5.241718 0.205638 0.0 0.0 0.0
C -1.148645 -3.084349 -3.526881 0.0 0.0 0.0
C -2.412136 3.220777 -1.814611 0.1 -0.1 0.0
C 6.756269 -4.856782 -1.492659 0.0 0.0 0.0
C 2.458448 5.658861 2.620754 0.0 0.0 0.0
C 7.008966 -6.289625 -1.888762 0.0 0.0 0.0
C 2.114408 0.910846 -4.386503 0.0 0.0 0.0
C 0.671276 2.651345 5.268315 0.1 0.0 0.0
C -5.194409 3.256502 3.116048 0.0 0.0 -0.1
C -3.464676 -3.367857 0.935095 0.0 0.0 0.1
C -1.189814 4.096718 -1.874665 0.1 -0.1 0.0
C 5.165611 0.060925 -0.728990 0.0 -0.1 0.0
C 0.668491 4.959222 -0.648413 0.0 -0.1 0.0
C -4.745549 2.825885 -2.151524 0.0 0.0 0.0
C -3.550350 4.969278 3.362628 0.0 0.1 0.1
C -2.914268 4.478580 2.228616 0.0 0.0 -0.1
C -2.798891 -2.168622 0.859124 0.1 0.0 -0.1
C -1.798424 -1.842617 -0.102732 -0.1 0.0 0.2
C 3.449684 0.397782 -2.468332 0.1 0.0 0.1
C 3.212631 0.279491 -3.828244 0.1 -0.1 -0.1
C -0.491287 -2.763541 -2.174105 0.1 -0.1 0.0
C 2.676833 3.388752 1.946536 0.0 0.0 -0.1
C -0.526886 2.902109 4.350717 -0.2 -0.2 0.0
C 0.636038 -3.778254 -1.910113 0.0 0.0 0.0
C -2.221943 -4.082937 -0.946646 0.0 0.0 0.0
C 1.466398 4.811685 0.619093 0.1 0.0 0.0
C -3.651232 3.671882 -2.245819 0.0 0.0 0.0
C 7.581875 -2.680362 -0.836803 0.0 0.0 0.0
C 0.164038 -1.389279 -2.309626 0.0 0.0 0.0
B 2.147286 -0.988079 1.303305 0.0 -0.1 0.1
H -3.128305 5.816319 3.890152 0.0 0.0 0.0
H -0.568709 -0.598390 -2.470947 0.0 0.0 0.0
H 0.260152 -4.803918 -1.885608 0.0 0.0 0.0
H -4.192360 -3.518680 1.724401 0.0 0.0 0.0
H -3.747670 4.677884 -2.635780 0.0 0.0 0.0
H 4.853949 -1.111355 -2.377164 0.0 0.0 0.0
H 1.284274 6.848342 1.252499 0.0 0.0 0.0
H -5.932708 -6.485565 0.115697 0.0 0.0 0.0
H -3.791093 -5.769746 2.298164 0.0 0.0 0.0
H 8.413048 -2.009844 -0.648908 0.0 0.0 0.0
H 1.893632 0.820731 -5.441838 0.0 0.0 0.0
H 0.443397 2.865672 6.318079 0.0 0.0 0.0
H 3.559488 4.174026 3.733204 0.0 0.0 0.0
H -2.436829 -6.899518 -1.004989 0.0 0.0 0.0
H 0.631014 6.019116 -0.949199 0.0 0.0 0.0
H -1.412508 6.302637 -0.029528 0.0 0.0 0.0
H 2.647811 6.468620 3.314674 0.0 0.0 0.0
H -2.600096 5.013922 -0.163576 0.0 0.0 0.0
H -4.050521 -7.356073 1.555754 0.0 0.0 0.0
H 4.617830 -5.015434 -1.552330 0.0 0.0 0.0
H 1.114445 -3.564415 -0.950630 0.0 0.0 0.0
H -5.371282 0.853274 -1.537692 0.0 0.0 0.0
H -1.947624 -2.367831 -3.735900 0.0 0.0 0.0
H -5.212444 4.709730 4.697744 0.0 0.0 0.0
H -2.085705 2.592070 5.879990 0.0 0.0 0.0
H -0.749883 3.990930 4.384993 0.0 0.1 0.0
H -3.079285 0.202622 -0.829971 0.0 0.0 0.0
H 4.200949 -2.710411 -0.788518 0.1 -0.1 0.0
H -4.838001 1.977947 1.419311 0.0 0.0 0.0
H 0.422132 2.157387 -3.962506 0.0 0.0 0.0
H -4.049706 -7.611768 -0.914953 0.0 0.0 0.0
H 0.963237 1.601464 5.178105 0.0 0.0 0.0
H -1.535898 1.121224 5.044040 0.0 0.0 0.0
H 1.395636 -3.710892 -2.697080 0.0 0.0 0.0
H -2.586194 2.272769 4.203813 0.0 0.0 0.0
H 0.742950 -1.137977 -1.421684 0.0 0.0 0.0
H -0.409521 3.544560 -2.402638 0.0 0.0 0.0
H -1.976706 -4.852473 -1.668583 0.0 0.0 0.0
H -3.749443 -6.242522 -1.994637 0.0 0.0 0.0
H 7.823907 -6.366888 -2.610556 0.0 0.0 0.0
H 3.042454 2.378748 2.101148 0.0 0.0 0.0
H 7.282432 -6.893810 -1.020533 0.0 0.0 0.0
H -1.578870 -4.087953 -3.559584 0.0 0.0 0.0
H -5.700429 -5.021816 -0.862530 0.0 0.0 0.0
H -0.895218 4.240717 2.008734 0.2 0.1 0.0
H -0.404960 -3.011817 -4.326596 0.0 0.0 0.0
H 1.519370 3.268036 4.962967 0.0 0.0 0.0
H -6.081919 2.727807 3.437813 0.0 0.0 0.0
H 2.699785 1.262435 -0.643869 0.1 0.0 0.1
H -5.765216 -4.908508 0.897104 0.0 0.0 0.0
H 0.841011 -1.417712 -3.169183 0.0 0.0 0.0
H -2.450197 -6.588134 1.497566 0.0 0.0 0.0
H -1.414686 5.013405 -2.444837 0.0 0.0 0.0
H 6.627053 -0.528734 0.495251 0.0 0.0 0.0
H 6.120519 -6.737423 -2.333153 0.0 0.0 0.0
H -5.726705 3.155576 -2.471407 0.0 0.0 0.0
H 3.885642 -0.311643 -4.440528 0.0 0.0 0.0
H 8.833678 -4.349399 -1.306258 0.0 0.0 0.0
H 1.199150 4.397616 -1.418411 0.0 0.0 0.0
H -1.330696 5.938764 2.263800 0.0 0.0 0.0
```
Positions in Å, forces in eV/Å.

The strongest force on any atom comes out at 0.514 eV/Å. The calculated total energy comes out at -145215.7995 eV. The net charge is -1.